[1]
A single C6H9N molecule, computed with ωB97M-V/def2-TZVPD.

```
16
Properties=species:S:1:pos:R:3:forces:R:3
C 0.154515 -1.538402 0.338759 -0.43 1.09 2.12
C 1.371066 0.423809 -0.851068 -2.03 0.75 0.97
C 1.370702 -0.844222 -0.062816 0.02 -1.48 -1.23
C 2.010733 0.389890 0.450613 -0.35 -0.48 0.94
C -1.997506 -0.707742 -0.482778 -2.58 0.74 -0.04
C -2.722219 0.531193 -0.086695 -0.45 0.52 -2.08
N -0.925654 -0.908195 0.004697 2.64 -3.36 1.45
H 0.280518 -2.330256 1.184169 -1.02 1.40 -1.64
H 1.982388 0.340206 -1.629087 2.22 0.11 -3.45
H 0.539274 1.138148 -0.962940 0.23 -0.89 0.06
H 2.017871 -1.618370 -0.497698 0.49 0.67 0.25
H 3.032657 0.305111 0.617049 1.73 0.34 0.04
H 1.468261 0.973413 1.130736 -0.51 0.41 1.37
H -2.581799 1.006208 -1.076266 -0.67 0.49 0.28
H -2.298843 1.227622 0.592174 0.86 0.21 1.17
H -3.787107 0.491731 0.101885 -0.14 -0.53 -0.24
```
Positions in Å, forces in eV/Å.

## Properties
F_max, eV Å⁻¹: 4.51
Energy relative to the best compared isomer or geometry (same formula, charge and spin), kcal per mole: 108.0
Highest occupied orbital energy (spin up / spin down), eV: -7.514 / -7.513
Orbital gap (spin up / spin down), eV: 8.347 / 8.346

=====

[2]
A single C6H9N molecule, computed with ωB97M-V/def2-TZVPD.

```
16
Properties=species:S:1:pos:R:3:forces:R:3
C -1.146498 1.348747 -0.199630 -0.07 0.00 0.01
C 0.143575 0.597161 -0.062057 -0.06 -0.15 -0.02
C 0.328875 -0.719334 -0.013073 0.17 -0.03 0.00
C -0.966311 -1.867631 0.390610 -0.46 -0.10 0.16
C 0.776455 -1.942768 0.210764 0.03 0.31 -0.15
C 2.520009 1.001616 -0.423526 -0.30 0.44 0.20
N 1.332507 1.406076 -0.029376 0.13 -0.25 -0.07
H -2.009690 0.702873 -0.020001 0.14 0.11 -0.03
H -1.256303 1.794345 -1.196846 0.02 -0.07 0.14
H -1.197946 2.167172 0.532587 0.02 -0.13 -0.10
H -1.007259 -2.925427 0.128013 -0.02 0.07 0.00
H -1.682949 -1.390848 -0.293964 0.22 0.00 0.05
H -1.252993 -1.722601 1.430300 0.12 0.00 -0.18
H 1.039351 -2.554020 -0.654736 -0.03 0.06 0.10
H 3.195672 1.855444 -0.203087 -0.06 -0.19 -0.06
H 1.148549 2.327359 0.371170 0.13 -0.08 -0.06
```
Positions in Å, forces in eV/Å.

## Properties
F_max, eV Å⁻¹: 0.57
Energy relative to the best compared isomer or geometry (same formula, charge and spin), kcal per mole: 163.2
Highest occupied orbital energy, eV: -7.553
Orbital gap, eV: 8.350

=====

[3]
A single C6H9N molecule, computed with ωB97M-V/def2-TZVPD.

```
16
Properties=species:S:1:pos:R:3:forces:R:3
C -0.258743 0.376135 1.600681 0.02 0.01 -0.12
C 0.147573 0.674336 0.368989 -0.04 -0.01 0.15
C 1.284176 1.635526 0.121009 0.05 0.08 0.00
C -0.471983 0.075780 -0.877890 0.02 0.02 -0.05
C -1.063112 -1.328606 -0.710996 -0.08 0.01 0.01
C -0.024498 -2.299106 -0.347460 0.72 -0.70 0.24
N 0.816134 -3.047622 -0.080725 -0.83 0.72 -0.26
H 0.199768 0.838944 2.470216 -0.04 -0.03 -0.13
H -1.044784 -0.345530 1.803317 0.10 0.09 -0.05
H 1.207839 2.111058 -0.861268 -0.05 -0.03 0.10
H 2.239352 1.098748 0.144131 -0.10 0.03 -0.06
H 1.327137 2.424003 0.875787 -0.01 -0.13 -0.03
H 0.279048 0.042805 -1.675539 -0.05 0.00 0.13
H -1.264128 0.745561 -1.238345 0.11 -0.08 0.04
H -1.528369 -1.657092 -1.646646 0.09 0.04 0.13
H -1.845410 -1.344947 0.054738 0.13 -0.01 -0.10
```
Positions in Å, forces in eV/Å.

## Properties
F_max, eV Å⁻¹: 1.13
Energy relative to the best compared isomer or geometry (same formula, charge and spin), kcal per mole: 21.6
Highest occupied orbital energy, eV: -9.639
SMILES: C=C(C)CCC#N
Orbital gap, eV: 10.469

=====

[4]
A single C6H9N molecule, computed with ωB97M-V/def2-TZVPD.

```
16
Properties=species:S:1:pos:R:3:forces:R:3
C -1.342383 -1.444126 0.701532 0.03 0.05 0.04
C -0.857153 -0.330267 0.149433 0.00 -0.16 -0.17
N -1.537299 0.890253 -0.005547 0.03 -0.05 0.12
C -0.611920 1.886365 -0.358798 0.04 0.03 -0.04
C 0.585620 1.372638 -0.639886 -0.07 0.04 -0.05
C 0.511814 -0.135459 -0.505341 0.02 0.00 0.02
C 1.699606 -0.812701 0.178439 0.02 -0.03 0.00
H -0.723885 -2.333162 0.774241 -0.11 0.16 -0.05
H -2.359993 -1.509681 1.080945 0.21 0.08 -0.04
H -2.326503 1.105081 0.584863 0.13 -0.03 -0.07
H -0.949274 2.915052 -0.434439 0.10 -0.18 0.07
H 1.444727 1.913343 -1.020124 -0.18 -0.08 0.09
H 0.436584 -0.558655 -1.520244 0.00 0.05 0.10
H 2.619282 -0.562813 -0.364311 -0.13 -0.05 0.12
H 1.593590 -1.903544 0.159590 0.00 0.19 0.05
H 1.817186 -0.492324 1.219647 -0.10 -0.01 -0.19
```
Positions in Å, forces in eV/Å.

## Properties
F_max, eV Å⁻¹: 0.23
Energy relative to the best compared isomer or geometry (same formula, charge and spin), kcal per mole: 24.7
Highest occupied orbital energy, eV: -7.559
SMILES: C=C1NC=C[C@H]1C
Orbital gap, eV: 8.681

=====

[5]
A single C6H9N molecule, computed with ωB97M-V/def2-TZVPD.

```
16
Properties=species:S:1:pos:R:3:forces:R:3
C 1.824626 -1.041167 0.305266 0.26 -0.08 0.02
C -0.607503 -0.576961 -0.027433 -0.26 0.17 -0.11
C -0.359327 0.402731 -1.142877 0.07 -0.01 -0.17
C -1.755550 0.791387 -1.332690 -0.58 0.19 -0.06
C -2.930366 1.042123 -1.405009 0.42 -0.02 -0.03
C -0.230606 0.112121 1.244478 -0.26 -0.10 -0.03
N 1.245858 0.049688 1.124948 0.19 -0.17 0.10
H 1.543539 -1.003176 -0.752728 -0.03 0.17 0.32
H 1.601400 -2.059692 0.648197 0.03 0.15 0.07
H 2.900666 -0.873008 0.326193 0.08 -0.18 0.04
H 0.024100 -0.081228 -2.046949 -0.19 0.06 0.04
H 0.264472 1.275687 -0.894440 -0.13 -0.12 -0.02
H -3.957951 1.292437 -1.529438 0.06 -0.04 0.06
H -0.562369 1.166361 1.279974 0.16 -0.19 -0.01
H -0.606840 -0.397622 2.144242 0.10 -0.01 -0.26
H 1.605853 -0.099682 2.058267 0.08 0.20 0.03
```
Positions in Å, forces in eV/Å.

## Properties
F_max, eV Å⁻¹: 0.61
Energy relative to the best compared isomer or geometry (same formula, charge and spin), kcal per mole: 152.5
Highest occupied orbital energy, eV: -8.388
Orbital gap, eV: 8.324

=====

[6]
A single C6H9N molecule, computed with ωB97M-V/def2-TZVPD.

```
16
Properties=species:S:1:pos:R:3:forces:R:3
C 1.282680 -3.274530 -0.531493 0.05 -0.06 0.00
C 0.600761 -1.981581 -0.530704 -0.24 0.49 0.03
C 0.001856 -0.935981 -0.509670 0.19 -0.51 0.06
C -0.836337 0.261995 -0.418378 -0.03 0.07 -0.04
C -0.331500 1.303998 0.574844 0.14 -0.16 0.01
C -0.213258 2.739866 0.227589 0.19 0.16 -0.17
N -1.337343 2.258834 1.025874 -0.12 0.07 0.24
H 2.241704 -3.217137 -0.008144 -0.11 0.01 -0.08
H 1.467893 -3.620440 -1.552026 0.00 0.04 0.11
H 0.665868 -4.023428 -0.026228 0.09 0.06 -0.06
H -1.839443 -0.045892 -0.103710 0.09 0.04 -0.02
H -0.948132 0.710874 -1.410346 0.00 0.00 0.09
H 0.373295 0.928361 1.316812 -0.16 0.03 -0.13
H -0.478537 3.075640 -0.773337 0.04 -0.11 0.14
H 0.561152 3.333114 0.711184 -0.12 -0.14 -0.06
H -1.210660 2.486306 2.007732 -0.01 -0.01 -0.13
```
Positions in Å, forces in eV/Å.

## Properties
F_max, eV Å⁻¹: 0.55
Energy relative to the best compared isomer or geometry (same formula, charge and spin), kcal per mole: 67.0
Highest occupied orbital energy, eV: -9.359
SMILES: CC#CC[C@H]1CN1
Orbital gap, eV: 10.421

=====

[7]
A single C6H9N molecule, computed with ωB97M-V/def2-TZVPD.

```
16
Properties=species:S:1:pos:R:3:forces:R:3
C -0.419085 1.450871 -0.540712 0.02 0.08 0.03
C -0.530788 0.075605 0.099013 0.23 0.10 -0.36
C 0.379911 -0.998448 -0.493829 0.03 -0.04 0.03
C 1.803086 -0.737484 -0.240535 0.20 0.05 0.05
C 2.958627 -0.494604 -0.014834 -0.26 -0.04 -0.04
C -1.569698 -0.362967 1.586399 -0.13 -0.21 0.09
N -1.917433 -0.389012 0.204667 -0.18 0.02 0.02
H 0.624993 1.772836 -0.580874 -0.13 -0.05 0.01
H -0.988801 2.186438 0.034945 0.06 -0.11 -0.06
H -0.814899 1.421839 -1.561925 0.04 -0.05 0.12
H 0.196539 -1.050454 -1.574138 0.02 0.06 0.13
H 0.094667 -1.973001 -0.084725 0.05 0.14 -0.01
H 3.986289 -0.286513 0.187733 -0.18 -0.04 -0.04
H -1.042714 -1.324847 1.757236 0.01 0.16 -0.01
H -0.229740 0.309322 1.205415 0.16 0.00 0.06
H -2.530955 0.400422 0.016168 0.06 -0.05 -0.03
```
Positions in Å, forces in eV/Å.

## Properties
F_max, eV Å⁻¹: 0.44
Energy relative to the best compared isomer or geometry (same formula, charge and spin), kcal per mole: 136.7
Highest occupied orbital energy, eV: -8.430
Orbital gap, eV: 9.347

=====

[8]
A single C6H9N molecule, computed with ωB97M-V/def2-TZVPD.

```
16
Properties=species:S:1:pos:R:3:forces:R:3
C 1.463959 -0.356039 0.939542 0.02 0.03 0.06
C 0.307572 -0.525912 -0.000109 -0.09 0.19 -0.02
C -0.574659 0.391493 -0.394742 -0.09 -0.04 -0.06
C -0.838987 1.896563 0.470383 0.14 0.30 0.41
C -1.650873 1.029167 -0.828881 0.20 -0.27 -0.13
C -0.460229 -2.084943 -1.706690 0.31 -0.25 0.43
N 0.164585 -1.836421 -0.576485 -0.18 0.13 -0.20
H 1.402169 0.585250 1.490952 0.01 -0.15 -0.09
H 2.427713 -0.376762 0.414436 -0.15 0.00 0.05
H 1.481012 -1.162957 1.685434 -0.02 0.10 -0.11
H -1.243636 2.822877 0.056259 0.06 -0.12 0.01
H 0.237387 2.093800 0.573728 -0.13 -0.08 -0.09
H -1.300066 1.677260 1.430200 0.07 -0.01 -0.17
H -1.565640 1.594410 -1.759906 0.00 -0.08 0.11
H -0.429390 -3.190459 -1.812431 -0.03 0.20 -0.04
H 0.579082 -2.557326 0.018308 -0.11 0.05 -0.16
```
Positions in Å, forces in eV/Å.

## Properties
F_max, eV Å⁻¹: 0.58
Energy relative to the best compared isomer or geometry (same formula, charge and spin), kcal per mole: 163.3
Highest occupied orbital energy, eV: -7.528
Orbital gap, eV: 8.321